No. 1
14
Properties=species:S:1:pos:R:3:forces:R:3:mulliken_charge:R:1 method="wB97M-V/def2-TZVPD" gap_ev=9.4 lumo_ev=0.934 e_above_lowest_ev=4.498 max_force_ha_per_bohr=0.01095
O 2.057385 -0.122203 0.493455 0.07 0.15 -0.54 -0.243
H -2.713643 -0.569181 -0.430232 0.14 0.02 -0.04 0.276
O -0.827571 0.309300 -0.313274 0.06 0.02 -0.02 -0.272
H -0.005710 -1.370917 0.569830 -0.10 0.10 0.06 0.336
H 1.177647 0.245155 2.292508 -0.02 0.02 -0.15 0.337
H -1.031330 -0.387459 1.635723 0.04 0.12 -0.11 0.401
H -1.400310 -1.447902 -1.265363 -0.02 0.14 0.06 0.305
C -1.783612 -0.448805 -1.006843 -0.21 -0.14 -0.20 -0.695
H -2.003222 0.089651 -1.930937 -0.03 -0.08 0.13 0.239
H 0.842145 1.479660 1.017492 0.06 -0.15 0.02 0.337
H 3.086168 -0.253084 -1.066210 -0.04 0.23 0.02 0.163
C -0.300650 -0.336458 0.812578 0.06 -0.12 0.24 -0.500
C 0.945801 0.413928 1.238402 -0.23 0.01 0.18 -0.387
C 2.302207 0.437302 -0.660776 0.22 -0.32 0.35 -0.296

---

No. 2
16
Properties=species:S:1:pos:R:3:forces:R:3:lowdin_spin:R:1 method="wB97M-V/def2-TZVPD" gap_ev="14.1 / 3.9" lumo_ev="-2.885 / -11.684" spin_multiplicity=2 e_above_lowest_ev=1.089 charge=+1 s_squared=0.753 max_force_ha_per_bohr=0.05631
H 0.558613 0.045092 -1.374433 -0.16 -0.16 -0.21 0.004
H -0.559977 1.147719 -0.564778 0.18 0.15 0.42 0.059
H -2.445527 -1.806057 0.963899 0.03 -0.04 0.23 0.111
H -0.275607 -0.796543 2.264206 -0.49 -1.33 -1.52 0.003
H -1.976705 -0.298274 0.229122 -0.51 1.59 0.44 0.006
C 1.655808 1.714287 -0.564737 -2.86 0.35 -0.29 0.095
C 0.376657 1.098406 -1.185346 1.98 -1.00 1.04 0.137
H -0.079927 1.509748 -2.062469 -0.06 0.95 -0.94 0.039
H 2.332634 1.032828 -0.146984 0.64 -1.66 0.82 0.011
C -0.369889 -1.497720 1.343777 -1.20 0.37 1.07 0.170
H 2.356852 2.191396 -1.243471 -0.11 0.69 -0.79 0.047
H -1.570048 -1.708977 -0.597485 0.16 -0.55 0.51 0.007
H 0.534839 -1.214406 0.721912 -0.25 -0.23 -0.22 0.088
H 1.355045 2.435039 0.189408 0.25 0.55 -0.05 0.013
H -0.272559 -2.582319 1.618310 0.21 1.10 -0.24 0.008
C -1.620208 -1.270217 0.409067 2.21 -0.79 -0.27 0.202

---

No. 3
8
Properties=species:S:1:pos:R:3:forces:R:3:mulliken_charge:R:1 method="wB97M-V/def2-TZVPD" gap_ev="7.4 / 7.4" lumo_ev="-2.105 / -2.099" e_above_lowest_ev=3.303 max_force_ha_per_bohr=0.02223
H 1.312632 0.579662 -1.112922 0.21 0.14 0.17 0.267
N -1.186285 -2.262382 1.153601 0.13 0.87 -0.73 1.078
O -1.889124 -3.201525 1.291935 -0.67 -0.81 0.16 -0.550
S 0.398032 1.004047 0.839962 0.47 0.45 -0.01 0.129
O -1.537646 -1.449784 0.110970 -0.87 -0.15 -0.54 -0.417
N 0.528225 0.294999 -0.526929 -0.51 -0.12 0.07 -0.476
H -0.865554 -0.748564 -0.065263 0.30 -0.60 0.27 0.502
O -0.231416 -1.937494 1.793311 0.93 0.21 0.61 -0.533

---

No. 4
5
Properties=species:S:1:pos:R:3:forces:R:3:mulliken_charge:R:1 method="wB97M-V/def2-TZVPD" gap_ev=8.4 lumo_ev=-2.086 e_above_lowest_ev=0.000 max_force_ha_per_bohr=0.03690
S 0.120721 -0.566822 0.511816 -0.57 0.24 -1.39 0.301
Br 0.566191 1.387554 1.835683 -0.19 -0.87 -0.95 -0.114
Br -2.202078 -0.100022 0.095572 1.04 -0.01 0.41 -0.129
N 0.746357 -0.744292 -0.869771 -0.10 1.39 1.29 -0.360
H 0.768809 0.023582 -1.573300 -0.19 -0.74 0.65 0.302